The following is a quantum chemistry calculation of 7 unconnected molecules or ions with the total composition C31H72BrClN4O22PS7 at a distorted geometry, from the OMol25 dataset.

Bonds (Å) are listed after each position.
Element x y z (Å)
1 C 4.0879 2.3645 3.9957  N2 1.511, H26 1.170, H27 1.189, H28 1.192
2 N 3.7845 1.7103 2.6678  C1 1.511, C3 1.511, C4 1.511
3 C 5.0055 1.1188 2.0021  N2 1.511, H29 1.186, H30 1.177, H31 1.192
4 C 2.6167 0.7531 2.7281  N2 1.511, O5 1.354, C6 1.673
5 O 2.7205 -0.3142 3.5548  C4 1.354
6 C 1.2305 0.9052 1.8042  C4 1.673, C7 1.628, H32 1.163, H33 1.194
7 C 0.2890 2.0308 2.5088  C6 1.628, C8 1.674, C19 1.625, H34 1.194
8 C -0.7724 1.1508 3.4583  C7 1.674, C9 1.631, C13 1.637, H35 1.194
9 C -1.2922 1.9357 4.7901  C8 1.631, C10 1.667, H36 1.194, H37 1.170
10 C -0.0684 2.4937 5.7754  C9 1.667, O11 1.337, Cl12 1.872
11 O 1.0829 1.8482 5.9905  C10 1.337
12 Cl -0.4062 4.1163 6.6462  C10 1.872
13 C -1.9389 0.5008 2.5114  C8 1.637, N14 1.534, H38 1.176, H39 1.194
14 N -2.0289 1.1183 1.1103  C13 1.534, S15 1.761, C16 1.510, H40 1.061
15 S -3.4447 0.3794 0.3672  N14 1.761, H41 1.415
16 C -2.0470 2.6278 1.1491  N14 1.510, N17 1.512, N18 1.515, C19 1.676
17 N -3.0417 3.1098 2.1801  C16 1.512, H42 1.043, H43 1.042
18 N -2.4028 3.3047 -0.1588  C16 1.515, H44 1.064, H45 1.065
19 C -0.4830 3.0836 1.5414  C7 1.625, C16 1.676, C20 1.674, P23 1.902
20 C -0.6773 4.5179 2.3813  C19 1.674, C21 1.639, H46 1.169, H47 1.194
21 C 0.7129 5.3702 2.5511  C20 1.639, O22 1.335, H48 1.190
22 O 0.8524 6.6963 2.4826  C21 1.335
23 P 0.3766 3.5685 -0.0849  C19 1.902, O24 1.778, Br25 2.306
24 O -0.0338 5.2281 -0.5735  P23 1.778, H49 1.002
25 Br 2.6689 3.6811 0.1400  P23 2.306
26 H 4.2596 1.5704 4.8376  C1 1.170
27 H 3.1493 3.0436 4.2630  C1 1.189
28 H 5.0480 3.0538 3.8441  C1 1.192
29 H 4.7691 0.2456 1.2357  C3 1.186
30 H 5.7478 0.7052 2.8160  C3 1.177
31 H 5.6288 1.9196 1.3758  C3 1.192
32 H 1.4854 1.0507 0.6789  C6 1.163
33 H 0.7131 -0.1683 1.8827  C6 1.194
34 H 1.0060 2.6764 3.2127  C7 1.194
35 H -0.1186 0.2323 3.8526  C8 1.194
36 H -1.8584 1.1242 5.4591  C9 1.194
37 H -2.0705 2.7904 4.6110  C9 1.170
38 H -2.9833 0.5298 3.0513  C13 1.176
39 H -1.6506 -0.6418 2.3192  C13 1.194
40 H -1.2172 0.8368 0.4873  N14 1.061
41 H -3.5015 0.7293 -1.0028  S15 1.415
42 H -3.4060 4.0678 1.9874  N17 1.043
43 H -3.8832 2.5016 2.2634  N17 1.042
44 H -3.4216 3.1446 -0.4225  N18 1.064
45 H -2.3961 4.3432 0.0771  N18 1.065
46 H -1.1140 4.3681 3.4548  C20 1.169
47 H -1.4417 5.2418 1.8182  C20 1.194
48 H 1.7063 4.7473 2.7519  C21 1.190
49 H -0.4107 5.2288 -1.5021  O24 1.002
50 O 3.2336 5.2144 11.5956  S51 1.446
51 S 2.0051 5.9237 11.8761  O50 1.446, O52 1.448, O53 1.630, C56 1.774
52 O 0.9559 5.3492 12.6926  S51 1.448
53 O 1.3547 6.4341 10.4708  S51 1.630, C54 1.422
54 C 1.0673 5.4700 9.4657  O53 1.422, C55 1.518, H57 1.095, H58 1.094
55 C -0.1491 4.6345 9.8235  C54 1.518, H59 1.094, H60 1.092, H61 1.095
56 C 2.4059 7.5183 12.5426  S51 1.774, H62 1.091, H63 1.092, H64 1.092
57 H 1.9412 4.8366 9.2792  C54 1.095
58 H 0.8622 6.0184 8.5416  C54 1.094
59 H 0.0380 4.0214 10.7098  C55 1.094
60 H -0.4148 3.9627 9.0042  C55 1.092
61 H -1.0054 5.2782 10.0512  C55 1.095
62 H 3.1710 7.9845 11.9195  C56 1.091
63 H 2.7859 7.3695 13.5557  C56 1.092
64 H 1.5007 8.1275 12.5736  C56 1.092
65 O 5.3076 -1.7512 0.6884  S66 1.446
66 S 5.6728 -3.1497 0.7354  O65 1.446, O67 1.448, O68 1.630, C71 1.774
67 O 6.7754 -3.6818 -0.0383  S66 1.448
68 O 4.3469 -4.0539 0.4480  S66 1.630, C69 1.422
69 C 3.6307 -3.8434 -0.7624  O68 1.422, C70 1.518, H72 1.095, H73 1.094
70 C 4.3774 -4.4053 -1.9593  C69 1.518, H74 1.094, H75 1.092, H76 1.095
71 C 5.9156 -3.6198 2.4288  S66 1.774, H77 1.091, H78 1.092, H79 1.092
72 H 3.4092 -2.7794 -0.8982  C69 1.095
73 H 2.6729 -4.3633 -0.6653  C69 1.094
74 H 5.3152 -3.8685 -2.1289  C70 1.094
75 H 3.7767 -4.3210 -2.8677  C70 1.092
76 H 4.6329 -5.4575 -1.7949  C70 1.095
77 H 5.0755 -3.2585 3.0244  C71 1.091
78 H 6.8447 -3.1595 2.7720  C71 1.092
79 H 5.9986 -4.7066 2.4867  C71 1.092
80 O -5.1924 -2.1158 -0.9635  S81 1.446
81 S -4.8272 -3.5142 -0.9165  O80 1.446, O82 1.448, O83 1.630, C86 1.774
82 O -3.7246 -4.0463 -1.6902  S81 1.448
83 O -6.1531 -4.4185 -1.2039  S81 1.630, C84 1.422
84 C -6.8693 -4.2080 -2.4143  O83 1.422, C85 1.518, H87 1.095, H88 1.094
85 C -6.1226 -4.7698 -3.6112  C84 1.518, H89 1.094, H90 1.092, H91 1.095
86 C -4.5844 -3.9843 0.7769  S81 1.774, H92 1.091, H93 1.092, H94 1.092
87 H -7.0908 -3.1440 -2.5501  C84 1.095
88 H -7.8271 -4.7278 -2.3172  C84 1.094
89 H -5.1848 -4.2331 -3.7808  C85 1.094
90 H -6.7233 -4.6856 -4.5196  C85 1.092
91 H -5.8671 -5.8221 -3.4468  C85 1.095
92 H -5.4245 -3.6231 1.3725  C86 1.091
93 H -3.6553 -3.5241 1.1201  C86 1.092
94 H -4.5014 -5.0712 0.8348  C86 1.092
95 O 2.8204 0.0072 -4.1296  S96 1.446
96 S 2.9513 1.4275 -3.8915  O95 1.446, O97 1.448, O98 1.630, C101 1.774
97 O 1.8117 2.2599 -3.5665  S96 1.448
98 O 3.7540 2.1026 -5.1398  S96 1.630, C99 1.422
99 C 3.2303 1.9395 -6.4518  O98 1.422, C100 1.518, H102 1.095, H103 1.094
100 C 1.9957 2.7958 -6.6718  C99 1.518, H104 1.094, H105 1.092, H106 1.095
101 C 4.1900 1.6860 -2.6479  S96 1.774, H107 1.091, H108 1.092, H109 1.092
102 H 3.0203 0.8836 -6.6536  C99 1.095
103 H 4.0099 2.2537 -7.1520  C99 1.094
104 H 1.1696 2.4718 -6.0323  C100 1.094
105 H 1.6582 2.7334 -7.7088  C100 1.092
106 H 2.2037 3.8424 -6.4251  C100 1.095
107 H 5.0731 1.0938 -2.8939  C101 1.091
108 H 3.7744 1.3611 -1.6917  C101 1.092
109 H 4.4313 2.7497 -2.6034  C101 1.092
110 O -7.4927 -8.7320 -2.2105  S111 1.446
111 S -7.7803 -8.6011 -0.7994  O110 1.446, O112 1.448, O113 1.630, C116 1.774
112 O -7.7819 -9.7417 0.0930  S111 1.448
113 O -9.1837 -7.7915 -0.6171  S111 1.630, C114 1.422
114 C -10.3521 -8.3087 -1.2413  O113 1.422, C115 1.518, H117 1.095, H118 1.094
115 C -10.8714 -9.5413 -0.5226  C114 1.518, H119 1.094, H120 1.092, H121 1.095
116 C -6.7064 -7.3685 -0.1099  S111 1.774, H122 1.091, H123 1.092, H124 1.092
117 H -10.1621 -8.5184 -2.2994  C114 1.095
118 H -11.1145 -7.5251 -1.1988  C114 1.094
119 H -10.1624 -10.3710 -0.5960  C115 1.094
120 H -11.8184 -9.8736 -0.9539  C115 1.092
121 H -11.0162 -9.3338 0.5430  C115 1.095
122 H -6.7187 -6.4847 -0.7500  C116 1.091
123 H -5.6994 -7.7893 -0.0699  C116 1.092
124 H -7.0459 -7.1267 0.8990  C116 1.092
125 O 2.6841 1.6113 -12.3125  S126 1.446
126 S 3.3917 0.9549 -11.2357  O125 1.446, O127 1.448, O128 1.630, C131 1.774
127 O 3.8843 1.6826 -10.0845  S126 1.448
128 O 4.6141 0.0766 -11.8623  S126 1.630, C129 1.422
129 C 5.5837 0.7381 -12.6652  O128 1.422, C130 1.518, H132 1.095, H133 1.094
130 C 6.5158 1.5936 -11.8255  C129 1.518, H134 1.094, H135 1.092, H136 1.095
131 C 2.4072 -0.3986 -10.6471  S126 1.774, H137 1.091, H138 1.092, H139 1.092
132 H 5.0962 1.3328 -13.4452  C129 1.095
133 H 6.1695 -0.0370 -13.1682  C129 1.094
134 H 5.9774 2.4207 -11.3539  C130 1.094
135 H 7.3111 2.0215 -12.4400  C130 1.092
136 H 6.9642 1.0001 -11.0216  C130 1.095
137 H 2.0550 -0.9821 -11.4995  C131 1.091
138 H 1.5584 0.0197 -10.1019  C131 1.092
139 H 3.0117 -1.0112 -9.9757  C131 1.092

Max |F|: 9.33 eV/A
M: 1223.723 g/mol
Charge: +1
E: -252002.430 eV
HOMO: -10.992 eV
Kohn-Sham gap: 7.577 eV
LUMO energy: -3.41 eV